(1)
DFT (ωB97M-V/def2-TZVPD) results for a 3-piece molecular cluster, C4H11NO2 overall in a non-equilibrium geometry.

Computed properties:
Energy above the lowest of the compared OMol25 structures with the same formula, charge and spin in eV: 3.108
Charge: 0
HOMO-LUMO gap in eV: 9.6
SMILES: C=N/C=C/C.O.O
Electronic energy in eV: -9909.1343

Cartesian coordinates (Å):
C1 1.829551 -2.429850 -1.370524
C2 1.458114 -1.010882 -1.684842
C3 0.529527 -0.254181 -1.090305
N1 0.084013 0.986161 -1.624937
C4 -1.123979 1.256574 -1.323870
H1 1.736630 -3.003591 -2.292732
H2 1.228362 -2.822498 -0.540744
H3 2.836406 -2.476633 -0.953926
H4 1.705275 -0.608353 -2.666445
H5 0.380415 -0.420592 -0.022423
H6 -1.494268 0.845918 -0.370299
H7 -1.895278 1.663890 -1.974479
H8 -1.132719 3.377434 1.450365
H9 -0.387839 2.661237 2.595424
O1 -1.187862 2.647820 2.051832
H10 -1.387715 -0.857968 3.528639
H11 -1.741726 0.344701 2.710015
O2 -1.436909 0.100815 3.579250

Atomic forces in eV per Å
C 0.095 0.743 0.936
C -1.365 0.607 -1.219
C 2.250 0.841 2.011
N -1.093 -0.896 -1.921
C 0.226 -1.164 1.181
H 0.094 -0.304 0.342
H -0.252 -0.079 -0.497
H 0.325 -0.117 -0.499
H 0.421 -0.296 -0.046
H -0.975 -0.308 0.028
H -0.439 -0.204 -0.289
H 0.710 1.198 0.000
H 0.191 0.612 -0.418
H -0.242 0.044 -0.195
O 0.004 -0.756 0.566
H 0.061 -0.076 0.199
H -0.175 0.525 -0.484
O 0.164 -0.370 0.305

=====

(2)
DFT (ωB97M-V/def2-TZVPD) results for C7H18CrN4S3 as an isolated structure.

Computed properties:
Charge: +1
Expectation value of S²: 3.8256
HOMO-LUMO gap (spin up / spin down) in eV: 7.4 / 7.5
Spin multiplicity: 4
Electronic energy in eV: -74435.6273

Cartesian coordinates (Å):
Cr1 0.505069 0.565920 0.810152
N1 1.215624 -1.384600 1.287284
C1 0.995212 -2.318761 0.134391
C2 0.754039 -1.526613 -1.143363
N2 -0.243550 -0.443562 -0.895420
C3 -0.233427 0.585514 -1.982211
C4 -0.857292 1.876927 -1.478470
N3 -0.178515 2.298056 -0.214527
C5 -1.617750 -0.985489 -0.660306
C6 -1.969615 -1.082458 0.822122
N4 -1.503654 0.140386 1.528260
H1 0.917752 -1.814849 2.156151
H2 2.209594 -1.196073 1.401568
H3 1.847900 -2.977317 -0.012741
H4 0.142133 -2.954338 0.361497
H5 1.682987 -1.052283 -1.455701
H6 0.425920 -2.189848 -1.946944
H7 0.807134 0.773135 -2.244867
H8 -0.749022 0.227752 -2.876016
H9 -0.789958 2.636690 -2.254460
H10 -1.916277 1.739266 -1.261715
H11 0.690872 2.781036 -0.426404
H12 -0.745019 2.964230 0.298954
H13 -2.333960 -0.329491 -1.151879
H14 -1.718428 -1.965210 -1.129074
H15 -3.042081 -1.232861 0.927388
H16 -1.482811 -1.935493 1.285474
H17 -2.134005 0.915123 1.345883
H18 -1.528603 0.007522 2.535645
S1 3.993001 3.033170 1.943398
C7 2.802851 2.003077 1.603577
S2 2.668561 1.110016 0.081455
S3 1.385319 1.731428 2.610900

Atomic forces in eV per Å
Cr 0.143 0.274 0.277
N -0.055 -0.183 -0.247
C 0.020 0.179 0.131
C -0.145 0.199 0.148
N 0.041 -0.145 -0.409
C 0.010 -0.146 0.252
C 0.110 0.025 0.218
N -0.238 -0.195 -0.345
C 0.209 0.134 0.056
C 0.132 0.176 0.015
N 0.054 -0.163 -0.058
H -0.047 -0.010 0.038
H 0.029 0.043 -0.051
H 0.070 -0.043 0.041
H -0.035 -0.009 0.027
H -0.003 0.048 -0.015
H -0.050 -0.029 -0.028
H 0.036 -0.043 0.001
H -0.048 -0.036 -0.014
H 0.023 0.092 -0.013
H -0.031 0.014 0.025
H 0.118 -0.003 -0.019
H -0.054 0.001 0.062
H 0.005 0.039 -0.027
H -0.013 -0.041 -0.042
H -0.099 -0.005 0.027
H 0.045 -0.017 0.054
H -0.036 0.034 -0.018
H 0.000 -0.036 -0.002
S 0.160 -0.070 0.100
C -0.157 0.332 -0.150
S -0.096 -0.187 0.018
S -0.100 -0.231 -0.052

=====

(3)
DFT (ωB97M-V/def2-TZVPD) results for an isolated ion of composition C3H5O2S and charge -1 in a non-equilibrium geometry.

Computed properties:
Energy above the lowest of the compared OMol25 structures with the same formula, charge and spin in eV: 1.333
Charge: -1
HOMO-LUMO gap in eV: 7.1
SMILES: O=C([O-])CCS
Electronic energy in eV: -18122.6951

Cartesian coordinates (Å):
O1 1.578499 -2.383334 -0.216845
C1 0.492827 -1.679145 -0.148742
O2 -0.718205 -1.928374 -0.067253
C2 0.905791 -0.194343 -0.401613
C3 -0.392825 0.590118 0.165822
S1 -0.771849 2.431918 0.391142
H1 1.841186 0.224801 -0.109499
H2 0.687567 0.016415 -1.418195
H3 -1.281976 0.223072 -0.479547
H4 -0.401776 0.311915 1.201199
H5 -1.412524 2.507004 -0.872257

Atomic forces in eV per Å
O -2.577 0.110 0.545
C 3.585 -0.263 -1.000
O 0.543 -0.829 0.195
C -4.080 2.067 0.506
C -0.333 -0.196 -0.570
S -0.082 -0.546 -2.385
H 0.656 -0.239 0.461
H 0.820 -0.256 -1.553
H 1.548 0.398 1.817
H -0.869 -0.540 0.426
H 0.788 0.295 1.557

=====

(4)
DFT (ωB97M-V/def2-TZVPD) results for one molecule with the formula C5H9ClN2O2S in a non-equilibrium geometry.

Computed properties:
Energy above the lowest of the compared OMol25 structures with the same formula, charge and spin in eV: 0.950
Charge: 0
HOMO-LUMO gap in eV: 8.4
Electronic energy in eV: -35758.6866

Cartesian coordinates (Å):
C1 -0.436155 1.242302 0.143693
C2 -1.053122 -0.135858 -0.112036
C3 0.650640 1.524985 -0.817084
C4 -0.116940 -1.262316 0.307985
C5 1.933541 -0.338883 -0.704428
N1 1.051455 -1.384418 -0.558437
N2 2.702019 0.106864 0.431983
O1 3.544172 0.964726 0.269251
O2 2.386182 -0.377764 1.511084
S1 1.685344 -2.966446 -0.742440
Cl1 2.845337 -0.302335 -2.179192
H1 -1.209234 2.012426 0.023545
H2 -0.073252 1.300279 1.171812
H3 -1.972761 -0.237641 0.465677
H4 -1.298605 -0.241129 -1.169254
H5 0.422320 1.431918 -1.865201
H6 1.412523 2.244451 -0.563738
H7 0.189463 -1.129919 1.353591
H8 -0.639487 -2.216289 0.218234
H9 2.309384 -3.093753 0.446752

Atomic forces in eV per Å
C -0.361 -0.037 -0.057
C 0.274 0.045 0.231
C 1.853 -2.722 0.418
C -0.395 0.080 0.062
C -2.517 3.056 -1.393
N 0.253 -0.904 -0.133
N 0.740 0.062 0.793
O 0.017 -0.006 0.158
O 0.095 0.087 0.064
S 0.022 0.129 0.112
Cl 0.064 -0.054 0.010
H 0.025 0.052 0.089
H 0.004 0.077 0.033
H -0.016 0.001 -0.017
H -0.094 -0.035 -0.063
H -0.044 0.005 -0.261
H 0.135 0.139 -0.014
H -0.101 -0.078 -0.122
H 0.042 0.106 0.045
H 0.003 -0.003 0.044

=====

(5)
DFT (ωB97M-V/def2-TZVPD) results for a 2-piece molecular cluster, C4H12N2O overall in a non-equilibrium geometry.

Computed properties:
Energy above the lowest of the compared OMol25 structures with the same formula, charge and spin in eV: 1.484
Charge: 0
HOMO-LUMO gap in eV: 9.9
SMILES: C/N=C(/C)O.CN
Electronic energy in eV: -9369.7095

Cartesian coordinates (Å):
C1 0.631028 0.912092 0.854680
C2 -1.327659 -1.328336 -1.559578
C3 1.807160 -1.185791 0.810242
C4 0.546308 2.380351 0.588905
N1 1.671383 0.233060 0.559717
N2 -1.935120 -0.010932 -1.588676
O1 -0.485646 0.421659 1.416069
H1 -0.428164 -0.529823 1.569469
H2 -1.350044 0.642918 -1.069551
H3 -2.827033 -0.033788 -1.096138
H4 1.165899 -1.572280 1.605868
H5 -1.915260 -2.029109 -2.158367
H6 -1.273634 -1.704878 -0.534040
H7 -0.314825 -1.287623 -1.969770
H8 1.614995 -1.751187 -0.106716
H9 2.837568 -1.393320 1.116207
H10 1.190518 2.913226 1.292788
H11 -0.481273 2.737411 0.702904
H12 0.873799 2.586349 -0.434015

Atomic forces in eV per Å
C 1.520 -1.194 -0.468
C 0.029 -0.093 0.208
C -0.011 0.267 0.037
C -0.202 0.194 -0.131
N -0.380 0.913 -0.088
N -0.173 0.553 0.037
O -0.976 -0.041 0.472
H 0.197 0.059 -0.082
H -0.220 -0.168 -0.170
H 0.225 0.048 -0.183
H -0.155 -0.199 0.132
H 0.095 0.067 0.056
H 0.184 -0.399 0.021
H -0.147 0.001 0.009
H -0.029 0.024 0.094
H -0.161 0.056 -0.094
H -0.066 -0.004 -0.155
H 0.180 -0.073 0.056
H 0.091 -0.013 0.249

=====

(6)
DFT (ωB97M-V/def2-TZVPD) results for an isolated ion of composition C4H5Cl2N2O and charge +1 in a non-equilibrium geometry.

Computed properties:
Energy above the lowest of the compared OMol25 structures with the same formula, charge and spin in eV: 2.912
Charge: +1
HOMO-LUMO gap in eV: 9.1
Electronic energy in eV: -34291.2422

Cartesian coordinates (Å):
C1 0.463113 -1.018725 -1.088390
C2 -0.305806 2.100575 0.930399
C3 -0.504371 0.592084 0.925827
C4 -1.492782 0.018897 -0.005334
N1 -0.855096 -1.070133 -0.831419
N2 1.102284 -0.245472 -0.271074
O1 0.470477 2.795981 0.396869
Cl1 -2.757514 -0.914020 0.864758
Cl2 -2.141985 1.341194 -1.033346
H1 0.882728 -1.813898 -1.662258
H2 -1.069926 2.279876 1.709630
H3 -0.340412 0.116391 1.796236
H4 -1.555745 -1.605359 -1.315046
H5 2.017494 0.035504 -0.125368

Atomic forces in eV per Å
C -0.310 0.579 3.075
C -0.856 -2.027 1.354
C 3.378 0.655 -5.437
C -0.448 -1.694 -1.180
N -0.762 1.580 -0.015
N -4.500 0.698 0.844
O 0.447 0.466 -0.366
Cl -0.053 0.808 -0.012
Cl -0.081 -0.741 0.218
H 0.452 -0.088 -0.936
H -0.297 1.633 0.132
H 0.623 -1.681 3.075
H 0.274 -0.385 -0.463
H 2.134 0.198 -0.290